# 1
The following is a DFT calculation (ωB97M-V/def2-TZVPD) of a 2-piece molecular cluster, CH6NPS overall in a non-equilibrium geometry.

Last columns: bonded neighbours and bond lengths (Å).
Atoms and positions in Å:
1 C -1.54986 0.08550 0.84600  H5 1.083, H6 1.082, H7 1.082, H10 1.083
2 N 3.06320 -0.76052 0.08146  S4 1.549, H8 1.014
3 P 2.68377 0.43913 -2.66718  S4 2.021, H9 1.391
4 S 2.22790 -0.89233 -1.21693  N2 1.549, P3 2.021
5 H -0.49451 0.09674 1.08677  C1 1.083
6 H -1.75750 -0.74126 0.17929  C1 1.082
7 H -1.82423 1.01645 0.36698  C1 1.082
8 H 3.76823 -0.03295 0.11777  N2 1.014
9 H 1.69638 -0.14066 -3.45749  P3 1.391
10 H -2.12569 -0.03387 1.75556  C1 1.083

Output
HOMO level (spin up / spin down): -8.719 / -8.722 eV
Calculated total energy: -835.914807 a.u.
Gap between HOMO and LUMO (spin up / spin down): 7.66 / 7.66 eV
Energy relative to the best compared isomer or geometry (same formula, charge and spin): 54.9 kcal per mole

Atom charges from the natural (NBO) analysis, given in e for atoms 1 to 2:
1 C -0.85
2 N -0.96

=====

# 2
The following is a DFT calculation (ωB97M-V/def2-TZVPD) of a 2-piece molecular cluster, CH6NPS overall in a non-equilibrium geometry.

Last columns: bonded neighbours and bond lengths (Å).
Atoms and positions in Å:
1 C 0.36414 0.63794 1.92805  S4 1.849, H5 1.199, H6 1.068, H7 1.183
2 N -1.14425 -0.52685 -1.96202  P3 1.711, H8 1.008, H9 1.007
3 P -0.00387 0.38262 -1.06793  N2 1.711, S4 2.119
4 S -0.45196 -0.55818 0.77760  C1 1.849, P3 2.119
5 H 0.02566 1.75324 1.64849  C1 1.199
6 H 1.41856 0.56902 1.77127  C1 1.068
7 H 0.20454 0.45481 3.08569  C1 1.183
8 H -1.01974 -1.52592 -2.01567  N2 1.008
9 H -1.29648 -0.30725 -2.93292  N2 1.007
10 H 1.90341 -0.87942 -1.23256  no bonds

Output
HOMO level (spin up / spin down): -8.057 / -8.056 eV
Calculated total energy: -835.894568 a.u.
Gap between HOMO and LUMO (spin up / spin down): 7.86 / 7.86 eV
Energy relative to the best compared isomer or geometry (same formula, charge and spin): 67.6 kcal per mole

Atom charges from the natural (NBO) analysis, given in e for atoms 1 to 2:
1 C -0.75
2 N -1.16

=====

# 3
The following is a DFT calculation (ωB97M-V/def2-TZVPD) of a 2-piece molecular cluster, CH6O2 overall in a non-equilibrium geometry.

Last columns: bonded neighbours and bond lengths (Å).
Atoms and positions in Å:
1 O 1.41432 -0.71625 -0.22336  O2 1.305, H3 0.941
2 O 1.59439 -0.74084 1.06933  O1 1.305, H4 0.999
3 H 1.68306 -1.52612 -0.61959  O1 0.941
4 H 1.52910 0.14705 1.52297  O2 0.999
5 C -1.28729 0.55898 -0.37538  H6 1.078, H7 1.068, H8 1.151, H9 1.127
6 H -0.37518 -0.00494 -0.26470  C5 1.078
7 H -0.98774 1.45900 0.11612  C5 1.068
8 H -2.12559 0.07952 0.25037  C5 1.151
9 H -1.44507 0.74360 -1.47577  C5 1.127

Output
HOMO level: -9.523 eV
Calculated total energy: -192.025206 a.u.
Gap between HOMO and LUMO: 10.47 eV
Energy relative to the best compared isomer or geometry (same formula, charge and spin): 83.4 kcal per mole
SMILES: OO.C

Atom charges from the natural (NBO) analysis, given in e for atoms 1 to 2:
1 O -0.46
2 O -0.47

=====

# 4
The following is a DFT calculation (ωB97M-V/def2-TZVPD) of a 2-piece molecular cluster, CH6O2 overall in a non-equilibrium geometry.

Last columns: bonded neighbours and bond lengths (Å).
Atoms and positions in Å:
1 C 0.99385 -1.18334 0.64761  O2 1.419, H3 1.084, H4 1.119, H5 1.114
2 O 1.13402 0.19174 0.97040  C1 1.419, H6 0.986
3 H 1.99769 -1.58810 0.59029  C1 1.084
4 H 0.59521 -1.73281 1.53759  C1 1.119
5 H 0.32823 -1.38445 -0.22312  C1 1.114
6 H 0.20004 0.48880 1.07787  O2 0.986
7 O -2.09246 1.67780 -1.36330  H8 0.944, H9 0.933
8 H -1.84147 2.36027 -1.96535  O7 0.944
9 H -1.31511 1.17007 -1.27200  O7 0.933

Output
HOMO level: -10.544 eV
Calculated total energy: -192.145315 a.u.
Gap between HOMO and LUMO: 11.20 eV
Energy relative to the best compared isomer or geometry (same formula, charge and spin): 8.1 kcal per mole
SMILES: CO.O

Atom charges from the natural (NBO) analysis, given in e for atoms 1 to 2:
1 C -0.26
2 O -0.71

=====

# 5
The following is a DFT calculation (ωB97M-V/def2-TZVPD) of a 2-piece molecular cluster, CH6O2P2 overall in a non-equilibrium geometry.

Last columns: bonded neighbours and bond lengths (Å).
Atoms and positions in Å:
1 O -0.21089 0.20087 -1.52757  P2 1.466
2 P 0.59659 -0.74007 -0.74473  O1 1.466, P3 2.169, H4 1.312, H5 1.441
3 P 1.64353 0.32156 0.83011  P2 2.169, H6 1.524, H7 1.516
4 H 1.59745 -1.03700 -1.53963  P2 1.312
5 H -0.22615 -1.85093 -0.33771  P2 1.441
6 H 0.95077 1.56824 0.29223  P3 1.524
7 H 2.87523 0.45478 -0.04277  P3 1.516
8 C -1.80378 0.32909 0.78301  O9 1.203, H10 1.054, H11 1.115
9 O -0.83835 -0.27279 1.17468  C8 1.203
10 H -2.07573 0.00001 -0.18098  C8 1.054
11 H -2.50867 1.02623 1.29337  C8 1.115

Output
HOMO level: -9.166 eV
Calculated total energy: -874.787333 a.u.
Gap between HOMO and LUMO: 9.36 eV
Energy relative to the best compared isomer or geometry (same formula, charge and spin): 33.7 kcal per mole
SMILES: O=[PH2]P.C=O

Atom charges from the natural (NBO) analysis, given in e for atoms 1 to 2:
1 O -1.15
2 P 1.28

=====

# 6
The following is a DFT calculation (ωB97M-V/def2-TZVPD) of a 3-piece molecular cluster, CH6O4 overall in a non-equilibrium geometry.

Last columns: bonded neighbours and bond lengths (Å).
Atoms and positions in Å:
1 O -1.40226 -1.10926 0.02659  C2 1.215
2 C -0.69663 -0.12441 -0.06787  O1 1.215, O3 1.313, H4 1.094
3 O 0.61236 -0.20071 -0.13259  C2 1.313, H5 0.971
4 H -1.15254 0.86932 -0.11505  C2 1.094
5 H 0.94994 0.63500 0.22948  O3 0.971
6 H 0.96933 3.27258 1.12325  O8 0.958
7 H 1.86366 3.62857 0.06865  O8 0.974
8 O 1.57203 2.82193 0.53020  H6 0.958, H7 0.974
9 H -0.19240 -3.10695 -0.79391  O11 0.989
10 H -1.58072 -2.98635 -0.32679  O11 0.981
11 O -0.94277 -3.69972 -0.54195  H9 0.989, H10 0.981

Output
HOMO level (spin up / spin down): -15.769 / -15.757 eV
2S+1: 2
Calculated total energy: -342.259609 a.u.
Charge: +1
Gap between HOMO and LUMO (spin up / spin down): 11.46 / 4.78 eV
Energy relative to the best compared isomer or geometry (same formula, charge and spin): 20.0 kcal per mole

Atom charges from the natural (NBO) analysis, given in e for atoms 1 to 2:
1 O -0.40
2 C 0.67